1) # C3HO3

A 2-piece molecular cluster, C3HO3 overall (wB97M-V/def2-TZVPD, the Open Molecules 2025 dataset).

Each line ends with the Mulliken charge.
Element x y z (Å)
C 1.1382 0.3743 -0.4247  0.53
C -1.3775 -0.3072 0.0796  0.67
O 1.4671 -0.6398 -0.9342  -0.47
H 0.1867 -0.4902 1.6010  0.36
O -2.2788 -0.1960 -0.7250  -0.66
O 1.2400 1.5704 -0.4194  -0.53
C -0.3758 -0.3114 0.8227  -0.90

Summary:
charge	-1
highest occupied orbital energy	-0.1311	Ha
orbital gap	7.794	eV
LUMO level	4.227	eV
spin multiplicity	1

2) # C3HO3

An isolated ion of composition C3HO3 and charge -1 (wB97M-V/def2-TZVPD, the Open Molecules 2025 dataset).

Each line ends with the Mulliken charge.
Element x y z (Å)
H -1.3855 -0.8970 0.0170  0.34
C 0.9127 -0.4768 -0.0167  0.49
C -0.8272 1.3868 -0.5107  -0.26
O 1.4220 -1.5685 0.1447  -0.71
C -0.6168 -0.1170 -0.0146  0.01
O -0.9395 1.0407 0.7409  -0.18
O 1.4344 0.6319 -0.3607  -0.69

Summary:
charge	-1
highest occupied orbital energy	-0.1625	Ha
orbital gap	8.789	eV
LUMO level	4.368	eV
spin multiplicity	1

Most stable to least stable: 1), 2)

1) # H4O2Tl

H4O2Tl as an isolated structure (wB97M-V/def2-TZVPD, the Open Molecules 2025 dataset).

Each line ends with the Mulliken charge.
Element x y z (Å)
H 2.1153 0.2932 -0.2490  0.45
O -1.1539 -0.2183 0.1561  -0.49
H 1.0440 -0.1446 0.7269  0.45
O 1.1712 0.3285 -0.0954  -0.40
H -1.4599 0.0417 1.0250  0.44
H -1.3752 -1.1473 0.0917  0.46
Tl -0.3415 0.8468 -1.6554  2.10

Summary:
charge	+3
highest occupied orbital energy	-1.1123	Ha
orbital gap	6.779	eV
LUMO level	-23.488	eV
spin multiplicity	1

2) # H4O2Tl

H4O2Tl as an isolated structure (wB97M-V/def2-TZVPD, the Open Molecules 2025 dataset).

Each line ends with the Mulliken charge.
Element x y z (Å)
O 9.3436 -3.0722 -10.5768  -0.34
H 13.5387 -3.2919 -11.5466  0.47
Tl 11.1132 -2.3362 -10.6326  1.79
H 12.9094 -4.0884 -10.4234  0.47
H 9.1885 -3.1184 -11.5203  0.47
H 8.9824 -3.8897 -10.2340  0.50
O 12.7440 -3.3558 -11.0168  -0.37

Summary:
charge	+3
highest occupied orbital energy	-1.1684	Ha
orbital gap	10.367	eV
LUMO level	-21.427	eV
spin multiplicity	1

Most stable to least stable: 2), 1)

1) # C4H9N2O2

The molecule C4H9N2O2 (wB97M-V/def2-TZVPD, the Open Molecules 2025 dataset).

Each line ends with the Mulliken charge.
Element x y z (Å)
H 2.1844 -2.4563 0.5685  0.38
H -0.6227 1.5092 -2.2967  0.24
C 0.4986 2.3862 -0.4667  -0.35
H -1.5256 2.3562 -1.2227  0.22
N 1.2768 -2.1118 0.9176  -0.26
O 1.2091 1.6967 0.2301  -0.69
H 1.0567 -0.0603 1.1521  0.31
N -1.1882 0.3073 -0.4436  -0.20
H -2.2310 0.3375 -0.3909  0.25
H 0.4911 -2.9175 0.8081  0.41
H 1.3811 -0.5864 -0.5723  0.26
H 0.3791 3.4700 -0.6415  0.35
C 0.8240 -0.8762 0.3850  -0.67
O -1.5180 -1.6567 0.3782  -0.67
C -0.6606 -0.8843 0.0154  0.54
C -0.7484 1.4967 -1.1982  -0.54
H 1.2562 -2.0758 1.9981  0.41

Summary:
highest occupied orbital energy (spin up / spin down)	-0.1079 / -0.2532	Ha
orbital gap (spin up / spin down)	2.261 / 6.110	eV
LUMO level (spin up / spin down)	-0.676 / -0.780	eV
spin multiplicity	2

2) # C4H9N2O2

The molecule C4H9N2O2 (wB97M-V/def2-TZVPD, the Open Molecules 2025 dataset).

Each line ends with the Mulliken charge.
Element x y z (Å)
H -0.9137 -1.8859 -2.3454  0.28
H 0.3309 0.0398 1.9482  0.34
C -0.5720 -1.5341 -0.3676  -0.52
O -1.7540 0.2964 -1.3982  -0.64
H 0.5842 -1.4214 -1.9642  0.28
H 1.3428 2.1529 -0.0434  0.30
H -1.5369 1.6151 0.5238  0.30
C -1.1328 -0.0824 -0.4270  0.53
H 2.3916 1.2327 1.1139  0.35
N -1.0190 0.7546 0.6710  -0.17
C 0.2102 0.9682 1.4059  -0.80
O 1.6050 0.3025 -0.5134  -0.32
C 1.4537 1.2017 0.5188  -0.27
H -1.2647 -2.1013 0.2677  0.33
H 0.1142 1.8364 2.0794  0.38
H 0.3443 -1.3738 0.2038  0.26
N -0.1837 -2.0014 -1.6734  -0.64

Summary:
highest occupied orbital energy (spin up / spin down)	-0.3361 / -0.3360	Ha
orbital gap (spin up / spin down)	9.868 / 7.155	eV
LUMO level (spin up / spin down)	0.721 / -1.988	eV
spin multiplicity	2

Most stable to least stable: 2), 1)

1) # C17H27GeIN4O3PdS

C17H27GeIN4O3PdS as an isolated structure (wB97M-V/def2-TZVPD, the Open Molecules 2025 dataset).

Each line ends with the Mulliken charge.
Element x y z (Å)
C -0.2709 -4.6766 0.7112  -1.18
C 5.1221 0.6601 -0.8202  -0.10
H -2.8138 0.9148 -2.1385  0.23
C 1.2445 0.0350 -2.5465  -0.03
H -5.4014 1.0837 3.0168  0.35
H 2.5983 0.1715 3.8408  0.45
C -3.9417 0.4117 4.4691  -1.11
H 0.6429 -4.9714 1.2250  0.28
H -0.5467 1.8103 3.6979  0.06
S -4.1221 1.1263 0.4117  -0.26
H -1.0762 -4.6764 1.4444  0.28
H 4.7278 -1.0711 0.3890  0.46
N -2.2436 0.4699 -1.4437  -0.31
C -4.3443 1.2299 3.2473  -0.30
C 4.6769 1.4835 -1.8438  -0.43
H -2.8860 0.5495 4.6945  0.20
H -0.0535 -2.1353 -1.5074  0.25
H -0.1363 3.4853 3.2963  0.37
H 1.3824 1.9414 -0.3094  0.41
C 3.4427 1.2338 -2.4275  -0.53
Ge 1.5630 1.8743 2.2927  0.33
H 0.7442 2.6501 4.5841  0.39
C -3.5283 0.8874 2.0385  0.27
C 3.1161 -0.6355 -0.9637  0.26
H 2.5183 -1.4785 -0.6316  0.28
C 2.6396 0.1979 -1.9708  0.03
H 3.6218 3.0351 3.2358  0.35
H -0.4946 -5.3954 -0.0742  0.38
C 0.7134 1.7378 0.5285  -1.03
H 3.8809 2.6159 1.5343  0.22
C 4.3601 -0.4156 -0.3892  -0.62
H 2.9020 4.0278 1.9589  0.36
H 5.2835 2.3128 -2.1809  0.40
C -0.0949 -3.2770 0.1905  0.79
H 3.0729 1.8573 -3.2310  0.46
O 1.0226 0.3746 -3.6964  -0.70
H -1.2681 0.2356 -1.6810  0.17
I 6.9647 1.0406 0.0869  0.09
C 0.2733 2.5236 3.6084  -0.92
Pd 0.3697 -0.1914 0.5977  0.53
H -0.1867 2.3460 0.4262  0.48
H -4.2184 2.2965 3.4537  0.26
H -0.4234 -3.8398 -1.7370  0.20
H -4.1086 -0.6512 4.2954  0.31
N -1.7809 0.2415 0.8360  0.22
C 2.1741 0.0736 2.8385  -1.18
N -0.2438 -3.0700 -1.1186  -0.26
C -2.5750 0.5744 -0.1492  0.34
O 0.1689 -2.3644 0.9871  -0.56
H 2.9615 -0.2960 2.1818  0.26
C 3.1559 3.0082 2.2496  -0.99
H 1.3763 -0.6718 2.8973  0.38
H -4.5268 0.7179 5.3356  0.37
N -2.3332 0.4265 2.0778  -0.65
O 0.3623 -0.4427 -1.7239  -0.34

Summary:
highest occupied orbital energy	-0.2979	Ha
orbital gap	8.174	eV
LUMO level	0.069	eV
spin multiplicity	1

2) # C17H27GeIN4O3PdS

C17H27GeIN4O3PdS as an isolated structure (wB97M-V/def2-TZVPD, the Open Molecules 2025 dataset).

Each line ends with the Mulliken charge.
Element x y z (Å)
I -5.0577 2.3956 1.2990  0.09
H -1.8101 -2.8192 -2.4790  0.21
O 1.5311 3.2442 3.6213  -0.70
C -1.0611 3.5537 2.5061  -0.83
C -3.0436 2.3766 1.8635  -0.37
N 0.0730 -0.4101 -1.8745  -0.38
H 0.8466 -4.5865 -0.5770  0.46
C -1.5830 -2.7075 -3.5393  -1.00
O 1.8939 1.5156 2.2680  -0.73
N -0.9704 2.4291 -0.9541  -0.06
H -1.8682 2.8739 -1.0331  0.22
H -2.4792 -2.9419 -4.1125  0.40
H -2.8689 0.2396 1.7041  0.46
H -1.2884 -1.3764 0.3314  0.20
H 0.8731 -3.4914 3.4918  0.37
C 2.2882 -0.6784 -2.0908  0.36
N 3.5805 -0.6137 -1.7366  -0.37
H -0.2422 5.0332 0.2031  0.23
H -0.9133 -1.1575 -4.9006  0.38
C -1.1047 -2.1810 1.0452  -1.21
C 0.0006 4.6486 -0.7881  -1.30
Pd 1.5433 0.6280 0.4919  0.76
H 4.3160 -0.9007 -2.3531  0.20
O 1.2033 2.6413 -0.3780  -0.63
C -1.1167 -1.2805 -3.8355  -0.58
H -2.9563 4.5038 2.1506  0.39
H 2.2844 -3.5848 -0.7984  0.32
H -0.9363 1.4258 -0.8323  0.00
C 1.1428 2.4019 2.8298  0.38
H 2.0637 -0.8970 2.4292  0.47
C 1.2084 -3.5575 -0.6155  -0.88
H 3.7977 -0.1894 -0.8463  0.14
N 1.3158 -0.2683 -1.3184  0.47
H -0.5438 4.4646 2.7807  0.58
H -1.6928 -3.0520 0.7497  0.51
H 0.4509 -4.8154 2.3959  0.38
H -1.4499 -1.8630 2.0301  0.38
H -0.4601 0.2437 2.2566  0.20
H 0.9595 5.0625 -1.0875  0.34
H -0.8129 -3.4353 -3.7987  0.30
H 0.7228 -3.0675 -1.4602  -0.08
S 1.7188 -1.2894 -3.6002  -0.18
C 0.1024 -0.9306 -3.0465  -0.01
C -0.3425 2.3646 2.5033  -0.09
H -0.7785 4.9536 -1.4849  0.41
C 0.1254 3.1547 -0.6889  0.79
H 2.9918 -1.4290 1.0361  0.64
C 1.9901 -1.1240 1.3639  -1.38
C -1.0077 1.1767 2.2268  0.22
C -2.3604 1.1713 1.9145  -0.21
Ge 0.8010 -2.6457 1.0803  0.80
C 1.0922 -3.9417 2.5230  -1.35
H -1.8923 -0.5630 -3.5663  0.25
C -2.4071 3.5718 2.1682  -0.33
H 2.1304 -4.2761 2.5324  0.37

Summary:
highest occupied orbital energy	-0.3055	Ha
orbital gap	8.308	eV
LUMO level	-0.004	eV
spin multiplicity	1

Most stable to least stable: 2), 1)

1) # C5H10O2

A 2-piece molecular cluster, C5H10O2 overall (wB97M-V/def2-TZVPD, the Open Molecules 2025 dataset).

Each line ends with the Mulliken charge.
Element x y z (Å)
H -2.3966 -0.4481 0.6786  0.39
H 1.8183 -2.7303 -1.2075  0.33
C -1.0495 0.1180 -0.7837  0.48
H 1.8993 1.6898 1.8509  0.33
O -1.7271 -0.9431 -0.0142  -0.49
C 0.2124 0.5153 1.2684  -0.03
H 1.0194 1.2107 -0.7436  0.32
H 0.3405 -2.3914 -1.6152  0.33
H -0.4923 0.8723 -2.7400  0.28
C 1.1245 1.1017 2.4031  -0.98
H -0.6463 -0.1216 1.5897  0.35
H 1.2230 0.2655 3.0533  0.35
H -2.1161 0.1491 -2.6138  0.36
C -1.2363 0.3787 -2.1423  -0.79
O 1.2902 -2.1095 -1.7385  -0.64
H 0.4894 1.8412 2.9184  0.34
C 0.2472 0.6018 -0.1636  0.08

Summary:
charge	+1
highest occupied orbital energy (spin up / spin down)	-0.5385 / -0.5425	Ha
orbital gap (spin up / spin down)	9.707 / 6.931	eV
LUMO level (spin up / spin down)	-4.945 / -7.830	eV
spin multiplicity	2

2) # C5H10O2

A 2-piece molecular cluster, C5H10O2 overall (wB97M-V/def2-TZVPD, the Open Molecules 2025 dataset).

Each line ends with the Mulliken charge.
Element x y z (Å)
H 1.3814 0.2723 -1.0996  0.34
H 0.4185 -1.8681 0.8214  0.30
O -1.3146 1.8265 -1.8064  -0.44
O -1.3071 -0.2078 2.7401  -0.64
H 2.2420 -2.1096 -1.6610  0.28
C 0.6462 -0.2342 -0.5174  -0.11
H -2.2655 1.9376 -1.6820  0.33
H -0.4017 -0.5245 2.7696  0.33
C 0.9344 -1.5295 -0.0723  0.04
H -0.9505 2.5951 0.1917  0.36
H -1.2473 0.0082 0.3988  0.69
H 2.1533 -3.3239 -0.3608  0.31
C -0.4594 0.5151 -0.1375  -0.05
H 0.3716 2.3170 -0.9507  0.32
C 1.8404 -2.3398 -0.6818  -0.75
H -1.4585 0.7318 2.6336  0.34
C -0.5832 1.9339 -0.5858  -0.65

Summary:
charge	+1
highest occupied orbital energy (spin up / spin down)	-0.5424 / -0.5600	Ha
orbital gap (spin up / spin down)	9.454 / 7.187	eV
LUMO level (spin up / spin down)	-5.307 / -8.050	eV
spin multiplicity	2

Most stable to least stable: 2), 1)

1) # HO2PS

The molecule HO2PS (wB97M-V/def2-TZVPD, the Open Molecules 2025 dataset).

Each line ends with the Mulliken charge.
Element x y z (Å)
P -1.4626 -0.2302 -0.6306  0.51
O -2.2206 0.6440 0.2732  -0.41
O 0.1909 -0.0830 -0.3724  -0.27
S 1.4145 0.2698 0.6964  0.03
H 2.0779 -0.6006 0.0335  0.15

Summary:
highest occupied orbital energy	-0.3506	Ha
orbital gap	9.125	eV
LUMO level	-0.416	eV
spin multiplicity	1
SMILES	O=POS

2) # HO2PS

The molecule HO2PS (wB97M-V/def2-TZVPD, the Open Molecules 2025 dataset).

Each line ends with the Mulliken charge.
Element x y z (Å)
O -0.0828 -0.2587 0.1350  -0.35
H -2.0663 -0.1227 -0.8679  0.14
O 2.1638 1.1267 -0.1302  -0.35
S -1.6544 -0.7108 0.2896  -0.01
P 1.6397 -0.0345 0.5736  0.56

Summary:
highest occupied orbital energy	-0.3336	Ha
orbital gap	8.343	eV
LUMO level	-0.734	eV
spin multiplicity	1
SMILES	O=POS

3) # HO2PS

The molecule HO2PS (wB97M-V/def2-TZVPD, the Open Molecules 2025 dataset).

Each line ends with the Mulliken charge.
Element x y z (Å)
O -0.2357 -1.1085 -1.7694  -0.46
H 0.9184 -1.9221 -0.0102  0.18
O -0.8514 2.4618 1.4049  -0.44
S 0.4506 -0.6300 -0.5158  0.20
P -0.2819 1.1987 0.8905  0.53

Summary:
highest occupied orbital energy (spin up / spin down)	-0.3409 / -0.3036	Ha
orbital gap (spin up / spin down)	7.355 / 6.081	eV
LUMO level (spin up / spin down)	-1.921 / -2.181	eV
spin multiplicity	1
SMILES	O=P#[SH]=O

Most stable to least stable: 1), 2), 3)